Molecular formula: C52H138FFeO18
Method: DFT, ωB97M-V/def2-TZVPD

Each line ends with the Löwdin charge.
Geometry (Å):
Fe: 2.878 -4.620 17.380  1.11
C: 7.196 -5.710 18.058  -0.06
C: 6.059 -4.775 18.498  -0.37
O: 4.895 -4.785 17.714  -0.30
H: 8.079 -5.741 18.696  0.05
H: 7.595 -5.460 17.075  0.06
H: 6.817 -6.731 18.028  0.06
H: 6.482 -3.783 18.658  0.08
H: 5.750 -5.030 19.512  0.09
C: 2.992 -8.034 19.504  -0.08
C: 2.102 -6.805 19.863  -0.39
O: 2.119 -5.762 18.955  -0.31
H: 2.635 -8.489 18.581  0.05
H: 2.959 -8.778 20.300  0.06
H: 4.044 -7.762 19.417  0.05
H: 2.287 -6.516 20.897  0.08
H: 1.076 -7.171 19.896  0.09
F: 3.074 -3.432 15.739  -0.40
C: 12.540 -3.308 20.219  -0.06
C: 12.241 -2.512 21.478  -0.43
C: 13.540 -2.393 22.336  -0.04
O: 11.750 -1.185 21.202  -0.06
H: 13.154 -2.753 19.510  0.07
H: 11.652 -3.599 19.658  0.06
H: 13.177 -4.172 20.407  0.09
H: 11.501 -2.946 22.150  0.12
H: 13.810 -3.385 22.699  0.08
H: 13.468 -1.741 23.206  0.08
H: 14.371 -2.046 21.722  0.08
H: 12.522 -0.734 20.854  0.10
C: 6.380 -10.630 17.613  -0.05
C: 5.182 -11.377 18.202  -0.50
C: 3.978 -11.184 17.252  -0.05
O: 5.537 -12.733 18.315  -0.03
H: 6.633 -11.157 16.693  0.08
H: 7.256 -10.637 18.261  0.08
H: 6.023 -9.620 17.409  0.05
H: 4.954 -10.933 19.171  0.12
H: 4.326 -11.476 16.261  0.08
H: 3.666 -10.141 17.284  0.05
H: 3.144 -11.866 17.417  0.08
H: 5.343 -13.034 17.425  0.08
C: 6.039 -4.279 23.510  -0.07
C: 4.552 -3.923 23.575  -0.52
C: 3.777 -5.051 22.892  -0.06
O: 4.240 -3.787 24.916  -0.02
H: 6.329 -4.577 22.503  0.07
H: 6.306 -5.041 24.242  0.08
H: 6.614 -3.373 23.702  0.08
H: 4.345 -3.014 23.011  0.13
H: 2.715 -4.809 22.944  0.08
H: 3.951 -5.959 23.470  0.07
H: 4.146 -5.216 21.879  0.07
H: 4.582 -4.612 25.268  0.08
C: 9.688 -3.064 16.898  -0.02
C: 10.701 -2.285 16.072  -0.46
C: 11.632 -1.374 16.953  -0.01
O: 11.441 -3.120 15.251  -0.07
H: 10.288 -3.589 17.641  0.06
H: 9.047 -3.760 16.357  0.08
H: 9.033 -2.384 17.443  0.06
H: 10.247 -1.617 15.340  0.12
H: 12.277 -0.744 16.342  0.08
H: 12.218 -1.860 17.733  0.05
H: 11.002 -0.662 17.487  0.08
H: 12.069 -2.526 14.835  0.12
C: 4.511 -7.939 15.499  -0.02
C: 4.001 -6.503 15.170  -0.43
C: 3.325 -6.395 13.789  -0.03
O: 2.951 -6.305 16.064  -0.13
H: 3.764 -8.696 15.260  0.08
H: 4.664 -8.126 16.562  0.05
H: 5.462 -8.106 14.993  0.09
H: 4.678 -5.659 15.303  0.12
H: 4.119 -6.351 13.043  0.08
H: 2.618 -5.582 13.622  0.08
H: 2.745 -7.284 13.540  0.08
H: 2.428 -7.110 16.056  0.12
C: 2.733 -0.562 17.838  -0.01
C: 3.479 -1.740 18.563  -0.38
C: 3.937 -1.498 20.019  -0.02
O: 2.659 -2.950 18.592  -0.14
H: 3.296 0.358 17.999  0.08
H: 1.784 -0.401 18.349  0.08
H: 2.708 -0.601 16.749  0.07
H: 4.362 -2.003 17.980  0.12
H: 3.156 -1.069 20.645  0.09
H: 4.824 -0.866 20.070  0.07
H: 4.279 -2.432 20.466  0.07
H: 1.983 -2.677 19.217  0.10
C: 2.148 -1.220 11.333  -0.06
C: 2.225 -1.269 12.839  -0.50
C: 1.198 -0.395 13.525  -0.06
O: 2.073 -2.650 13.283  -0.07
H: 2.153 -0.200 10.949  0.08
H: 1.197 -1.684 11.073  0.08
H: 2.982 -1.759 10.885  0.08
H: 3.189 -0.856 13.136  0.12
H: 1.380 0.648 13.263  0.08
H: 1.253 -0.436 14.613  0.06
H: 0.206 -0.744 13.240  0.08
H: 2.665 -2.820 14.019  0.01
C: 11.978 -10.393 12.620  -0.04
C: 11.428 -9.162 13.429  -0.46
C: 11.025 -9.583 14.839  -0.07
O: 12.479 -8.194 13.594  -0.08
H: 12.807 -10.910 13.103  0.08
H: 12.187 -10.123 11.585  0.07
H: 11.116 -11.052 12.520  0.07
H: 10.565 -8.689 12.959  0.11
H: 10.232 -10.326 14.754  0.07
H: 10.429 -8.813 15.329  0.07
H: 11.845 -9.910 15.479  0.09
H: 12.311 -7.427 14.147  0.02
C: 8.025 -1.664 20.927  -0.05
C: 8.778 -0.885 19.814  -0.46
C: 7.657 -0.457 18.803  -0.05
O: 9.504 0.220 20.368  -0.05
H: 8.712 -2.278 21.510  0.05
H: 7.262 -2.293 20.468  0.06
H: 7.549 -0.891 21.530  0.09
H: 9.410 -1.653 19.368  0.10
H: 8.111 0.173 18.038  0.07
H: 6.936 0.085 19.415  0.07
H: 7.167 -1.322 18.355  0.06
H: 10.280 -0.124 20.817  0.04
C: 12.394 -4.626 11.997  -0.05
C: 10.879 -4.589 11.950  -0.48
C: 10.247 -5.932 12.433  -0.05
O: 10.335 -3.610 12.776  -0.06
H: 12.852 -5.396 11.376  0.09
H: 12.749 -4.682 13.026  0.06
H: 12.844 -3.700 11.637  0.07
H: 10.535 -4.467 10.923  0.13
H: 9.174 -5.883 12.246  0.07
H: 10.397 -6.108 13.498  0.07
H: 10.664 -6.747 11.841  0.07
H: 10.653 -3.752 13.670  0.04
C: -0.726 -2.497 16.852  -0.01
C: -0.241 -3.783 17.618  -0.45
C: -1.361 -4.782 17.739  -0.04
O: 0.845 -4.352 16.900  -0.12
H: -1.523 -2.009 17.413  0.08
H: -1.149 -2.713 15.870  0.08
H: 0.116 -1.849 16.609  0.07
H: 0.108 -3.554 18.625  0.13
H: -1.770 -5.073 16.771  0.09
H: -2.183 -4.382 18.333  0.09
H: -1.047 -5.672 18.284  0.08
H: 0.451 -4.338 16.025  0.12
C: 13.942 -5.013 16.814  -0.05
C: 13.087 -6.187 16.501  -0.47
C: 12.061 -6.411 17.653  -0.03
O: 12.414 -5.944 15.301  -0.07
H: 14.343 -4.989 17.827  0.08
H: 13.320 -4.118 16.812  0.06
H: 14.694 -4.904 16.033  0.09
H: 13.689 -7.090 16.406  0.15
H: 12.441 -6.147 18.640  0.07
H: 11.600 -7.398 17.654  0.07
H: 11.270 -5.674 17.510  0.06
H: 11.862 -5.170 15.435  0.06
C: 12.024 -9.857 19.457  -0.05
C: 11.226 -9.270 20.625  -0.49
C: 10.670 -10.344 21.665  -0.03
O: 12.132 -8.534 21.364  -0.07
H: 12.584 -10.736 19.775  0.08
H: 12.681 -9.140 18.965  0.06
H: 11.275 -10.140 18.718  0.07
H: 10.442 -8.600 20.270  0.11
H: 11.473 -10.959 22.070  0.07
H: 9.996 -11.095 21.252  0.06
H: 10.204 -9.894 22.541  0.06
H: 11.563 -8.130 22.023  0.04
C: 5.781 -2.954 13.480  -0.01
C: 6.200 -2.255 14.780  -0.51
C: 7.399 -1.280 14.706  -0.03
O: 5.156 -1.555 15.337  -0.06
H: 6.595 -3.526 13.033  0.08
H: 5.229 -2.255 12.852  0.08
H: 5.073 -3.710 13.821  0.05
H: 6.390 -2.992 15.560  0.12
H: 8.275 -1.882 14.465  0.06
H: 7.563 -0.786 15.663  0.06
H: 7.178 -0.454 14.029  0.08
H: 4.519 -2.242 15.545  0.03
C: 6.938 -8.971 20.878  -0.06
C: 6.628 -8.160 22.065  -0.54
C: 5.596 -8.892 22.902  -0.03
O: 7.809 -8.174 22.747  -0.05
H: 7.739 -8.554 20.267  0.08
H: 6.034 -8.926 20.271  0.06
H: 7.189 -10.017 21.059  0.10
H: 6.352 -7.138 21.802  0.14
H: 5.821 -9.940 23.099  0.10
H: 4.659 -8.899 22.345  0.07
H: 5.386 -8.323 23.808  0.08
H: 7.548 -7.893 23.628  0.10
C: 9.769 -5.637 20.896  -0.04
C: 10.350 -5.620 22.293  -0.44
C: 9.438 -4.884 23.296  -0.03
O: 10.367 -6.963 22.754  -0.08
H: 8.935 -6.335 20.828  0.07
H: 10.565 -5.972 20.230  0.07
H: 9.439 -4.646 20.582  0.07
H: 11.402 -5.334 22.307  0.13
H: 9.324 -3.814 23.119  0.06
H: 9.763 -5.068 24.320  0.09
H: 8.449 -5.334 23.217  0.05
H: 9.466 -7.277 22.648  0.04

Cartesian forces (eV/Å) of the 2 atoms listed first:
Fe 2.124 -1.416 1.593
C -0.487 -0.339 -0.466

Results
Orbital gap (alpha / beta) ... 9.14 / 7.24 eV
Spin multiplicity ... 6
Lowest unoccupied orbital energy (alpha / beta) ... 0.24 / -1.23 eV
Maximum force ... 3.2 eV Å⁻¹